(1)
ORCA calculation (ωB97M-V with the def2-TZVPD basis set) on a molecular structure, C5H6N2.

Properties
- orbital gap (alpha / beta) (eV) = 8.8 / 7.3
- energy above the lowest of the compared OMol25 structures with the same formula, charge and spin (kcal/mol) = 142.31
- E_tot (a.u.) = -303.40929
- LUMO (alpha / beta) (eV) = -0.3 / -0.2

Geometry (Å):
N1 -1.413 -0.301 2.311
N2 -0.682 -0.571 -0.836
C1 -0.030 0.800 -0.944
C2 -0.593 0.234 1.576
C3 0.695 -1.058 -0.468
C4 1.214 0.351 -0.562
C5 -1.147 0.276 0.205
H1 0.509 0.516 1.664
H2 -2.160 0.638 0.052
H3 -0.392 1.649 -1.512
H4 2.207 0.765 -0.677
H5 1.051 -1.693 -1.286
H6 0.743 -1.606 0.477


(2)
ORCA calculation (ωB97M-V with the def2-TZVPD basis set) on a molecular structure, C10H11AuF5SeSi.

Properties
- orbital gap (eV) = 5.9
- charge = -1
- E_tot (a.u.) = -3713.62156
- LUMO (eV) = 2.3

Geometry (Å):
Au1 -0.892 2.626 -1.851
Se1 -0.556 -0.534 -1.838
Si1 0.245 2.618 1.273
F1 1.983 -5.044 -1.161
F2 -0.236 -6.551 -1.747
F3 1.840 -2.346 -1.190
F4 -2.741 -2.597 -2.366
F5 -2.606 -5.295 -2.340
C1 -1.506 -4.558 -2.055
C2 0.733 -3.052 -1.479
C3 -1.567 -3.179 -2.070
C4 -0.309 -5.199 -1.753
C5 0.968 0.865 1.376
C6 1.590 3.812 0.623
C7 -0.453 -2.375 -1.790
C8 0.814 -4.431 -1.459
C9 -1.281 2.800 0.174
C10 -0.216 3.170 3.056
H1 0.639 3.167 3.724
H2 -1.995 2.010 0.375
H3 -0.627 4.175 3.054
H4 1.208 4.826 0.559
H5 1.244 0.510 0.388
H6 -1.777 3.746 0.354
H7 0.242 0.162 1.772
H8 1.853 0.823 2.006
H9 2.472 3.826 1.255
H10 -0.967 2.513 3.483
H11 1.900 3.514 -0.374


(3)
ORCA calculation (ωB97M-V with the def2-TZVPD basis set) on a molecular structure, C25H22Br2MnN3O6PS4.

Properties
- orbital gap (alpha / beta) (eV) = 4.9 / 5.4
- charge = -2
- energy above the lowest of the compared OMol25 structures with the same formula, charge and spin (kcal/mol) = 30.54
- E_tot (a.u.) = -9814.90906
- LUMO (alpha / beta) (eV) = 3.6 / 3.6
- 2S+1 = 6

Geometry (Å):
Br1 -6.278 -2.385 0.338
Br2 -2.653 -0.591 -3.575
Mn1 -0.350 1.963 0.607
S1 1.588 3.801 -2.746
S2 -1.598 4.614 1.378
S3 1.064 3.532 2.434
S4 1.732 1.905 -5.084
P1 1.178 0.039 1.097
O1 1.577 2.957 1.128
O2 -0.081 2.627 2.849
O3 -1.273 0.684 -1.107
O4 -1.998 5.933 0.840
O5 2.126 3.563 3.433
O6 0.537 4.890 2.166
N1 -2.067 0.645 1.483
N2 1.107 1.176 -2.722
N3 -1.389 3.572 0.352
C1 2.812 -0.231 0.305
C2 3.462 -1.464 0.312
C3 4.668 0.712 -0.914
C4 1.433 2.302 -3.373
C5 3.423 0.859 -0.313
C6 -0.375 -2.194 1.887
C7 0.367 -1.592 0.874
C8 -3.574 -0.013 3.197
C9 -2.428 0.672 2.738
C10 -2.334 0.065 -0.819
C11 -3.978 -0.726 0.938
C12 -2.817 -0.010 0.571
C13 -1.208 -3.274 1.618
C14 0.840 0.331 -4.938
C15 -4.329 -0.718 2.309
C16 0.264 -2.117 -0.417
C17 5.302 -0.521 -0.917
C18 -0.564 -3.192 -0.690
C19 -3.153 -0.611 -1.742
C20 -4.309 -1.313 -1.387
C21 4.698 -1.611 -0.300
C22 -1.316 -3.768 0.328
C23 1.008 -0.058 -3.475
C24 -4.704 -1.383 -0.085
C25 1.674 0.015 2.855
H1 -1.996 -4.584 0.111
H2 5.139 1.567 -1.382
H3 0.148 -0.624 -3.120
H4 2.360 -0.812 3.048
H5 1.918 -0.655 -3.339
H6 -1.795 -3.711 2.417
H7 1.276 -0.399 -5.617
H8 0.629 1.219 -1.828
H9 -3.841 0.027 4.245
H10 2.994 -2.314 0.796
H11 -0.208 0.494 -5.185
H12 0.830 -1.658 -1.218
H13 -1.791 1.254 3.398
H14 -0.647 -3.564 -1.705
H15 2.155 0.972 3.069
H16 6.265 -0.638 -1.401
H17 -0.328 -1.801 2.895
H18 2.925 1.824 -0.301
H19 0.794 -0.049 3.493
H20 -4.896 -1.797 -2.156
H21 5.191 -2.577 -0.294
H22 -5.206 -1.261 2.636


(4)
ORCA calculation (ωB97M-V with the def2-TZVPD basis set) on a molecular structure, C21H43N2P3RhSe.

Properties
- orbital gap (alpha / beta) (eV) = 6.4 / 5.0
- charge = +3
- energy above the lowest of the compared OMol25 structures with the same formula, charge and spin (kcal/mol) = 0.00
- E_tot (a.u.) = -4470.47760
- LUMO (alpha / beta) (eV) = -9.1 / -12.9
- 2S+1 = 5

Geometry (Å):
Rh1 0.408 0.642 -0.159
Se1 1.805 0.156 -1.731
P1 2.316 0.159 1.117
P2 0.613 2.966 -0.159
P3 -0.989 0.550 1.891
N1 -1.319 0.624 -1.434
N2 -2.630 -0.083 -3.051
C1 3.030 -2.334 -2.481
C2 -2.814 0.601 1.765
C3 3.948 0.694 0.441
C4 -0.873 3.980 0.191
C5 2.543 -1.654 1.275
C6 0.838 -2.649 -1.476
C7 2.204 -4.571 -2.047
C8 -0.699 1.861 3.151
C9 -2.439 1.440 -1.453
C10 1.021 -4.035 -1.526
C11 -3.491 -2.746 1.880
C12 1.854 -1.792 -1.919
C13 1.113 3.578 -1.810
C14 -3.264 0.998 -2.454
C15 -3.227 -2.722 0.448
C16 -0.730 -1.021 2.793
C17 -3.107 -0.853 -4.190
C18 1.868 3.696 0.962
C19 3.206 -3.715 -2.528
C20 -1.456 -0.276 -2.407
C21 2.472 0.712 2.869
H1 -2.807 -3.641 0.034
H2 3.933 1.722 0.065
H3 -4.131 -0.544 -4.418
H4 -4.057 -2.358 -0.155
H5 2.290 1.788 2.968
H6 3.797 -1.657 -2.857
H7 2.833 3.185 0.871
H8 -3.091 -1.925 -3.957
H9 -3.222 1.074 2.668
H10 2.344 -5.653 -2.081
H11 -0.082 -2.232 -1.064
H12 0.230 -4.690 -1.154
H13 4.260 0.036 -0.380
H14 1.787 0.162 3.524
H15 3.045 -1.873 2.227
H16 -2.587 2.262 -0.770
H17 -3.136 1.177 0.892
H18 3.160 -2.027 0.449
H19 4.694 0.629 1.246
H20 -1.444 4.110 -0.736
H21 1.373 4.645 -1.738
H22 4.129 -4.126 -2.942
H23 -2.307 -1.851 0.286
H24 -4.224 1.366 -2.773
H25 -3.214 -0.419 1.688
H26 -0.739 -1.032 -2.710
H27 1.534 3.651 2.006
H28 0.160 1.621 3.787
H29 -1.519 3.516 0.946
H30 0.276 3.456 -2.509
H31 -2.472 -0.679 -5.069
H32 -2.938 -3.433 2.523
H33 1.975 3.015 -2.190
H34 -1.596 1.931 3.784
H35 -0.534 2.838 2.682
H36 1.589 -2.190 1.244
H37 -0.564 4.972 0.552
H38 0.233 -1.477 2.538
H39 -1.538 -1.721 2.536
H40 -0.758 -0.830 3.875
H41 1.999 4.751 0.680
H42 -4.383 -2.260 2.279
H43 3.502 0.508 3.196


(5)
ORCA calculation (ωB97M-V with the def2-TZVPD basis set) on a single C4H7BrO molecule.

Properties
- orbital gap (eV) = 10.1
- energy above the lowest of the compared OMol25 structures with the same formula, charge and spin (kcal/mol) = 63.97
- E_tot (a.u.) = -2805.75386
- LUMO (eV) = 0.8
- structure (SMILES) = CC[C@]1(Br)CO1

Geometry (Å):
Br1 -0.640 -1.400 2.503
O1 -0.603 -2.462 -0.063
C1 -0.039 1.193 0.181
C2 -0.552 -1.219 0.586
C3 -1.027 0.057 -0.076
C4 0.800 -2.045 -0.152
H1 -1.033 -0.073 -1.112
H2 0.289 1.264 1.278
H3 1.399 -2.277 0.646
H4 1.177 -1.510 -0.954
H5 -2.194 0.474 0.167
H6 0.821 1.153 -0.569
H7 -0.517 2.090 -0.078


(6)
ORCA calculation (ωB97M-V with the def2-TZVPD basis set) on 2 unconnected molecules or ions with the total composition C2H6NOS.

Properties
- orbital gap (eV) = 7.0
- charge = -1
- energy above the lowest of the compared OMol25 structures with the same formula, charge and spin (kcal/mol) = 33.07
- E_tot (a.u.) = -608.01372
- LUMO (eV) = 4.1

Geometry (Å):
S1 0.843 -0.219 1.911
O1 -0.712 0.017 -3.062
N1 0.220 0.759 -1.089
C1 -0.048 -0.180 -2.006
C2 -0.970 -0.188 1.894
H1 0.493 0.498 -0.123
H2 -1.539 0.722 1.559
H3 0.432 1.687 -1.632
H4 0.320 -1.238 -1.691
H5 -1.463 -0.957 1.209
H6 -1.461 -0.447 2.892


(7)
ORCA calculation (ωB97M-V with the def2-TZVPD basis set) on a molecular structure, C2H4HgMgO2.

Properties
- orbital gap (alpha / beta) (eV) = 6.1 / 5.3
- charge = +1
- energy above the lowest of the compared OMol25 structures with the same formula, charge and spin (kcal/mol) = 0.26
- E_tot (a.u.) = -582.27019
- LUMO (alpha / beta) (eV) = -5.9 / -6.7
- 2S+1 = 2

Geometry (Å):
Hg1 0.276 0.509 3.586
Mg1 -0.949 -1.637 0.616
O1 -0.744 -1.751 -1.260
O2 -0.441 0.294 1.299
C1 0.486 0.626 -0.888
C2 0.575 0.724 0.479
H1 1.223 1.499 0.909
H2 -1.344 -1.484 -1.958
H3 1.405 0.393 -1.429
H4 -0.487 0.828 -1.353


(8)
ORCA calculation (ωB97M-V with the def2-TZVPD basis set) on a molecular structure, C25H15Cl5FeNOS4.

Properties
- orbital gap (alpha / beta) (eV) = 6.2 / 6.9
- energy above the lowest of the compared OMol25 structures with the same formula, charge and spin (kcal/mol) = 348.58
- E_tot (a.u.) = -6248.62663
- LUMO (alpha / beta) (eV) = -0.7 / -0.7
- 2S+1 = 6

Geometry (Å):
Fe1 -0.629 -0.282 -1.093
Cl1 1.451 -0.494 1.522
Cl2 6.494 0.941 3.335
Cl3 3.496 0.149 4.052
Cl4 7.324 1.146 0.333
Cl5 5.199 0.624 -1.946
S1 -2.229 -1.135 0.415
S2 0.597 -1.673 -3.063
S3 -1.130 2.010 0.465
S4 -1.226 1.109 -2.817
O1 2.504 -0.040 -0.802
N1 1.264 -0.172 -0.133
C1 -0.948 -1.226 -6.737
C2 5.709 0.747 0.736
C3 -0.274 -1.342 3.726
C4 -1.699 -0.062 -6.629
C5 0.566 -2.259 3.093
C6 -0.643 -2.267 -1.969
C7 3.156 0.129 1.390
C8 -2.888 0.115 1.452
C9 4.794 0.531 -0.287
C10 -0.279 -1.700 -5.623
C11 -4.049 1.988 3.227
C12 3.484 0.223 0.075
C13 -2.473 1.454 1.479
C14 5.341 0.650 2.098
C15 -1.776 0.613 -5.425
C16 0.369 0.528 2.270
C17 1.509 -2.041 2.098
C18 -0.343 -0.026 3.328
C19 0.210 1.897 1.710
C20 -3.060 2.378 2.343
C21 -1.099 0.157 -4.289
C22 4.039 0.317 2.432
C23 -3.903 -0.252 2.350
C24 -0.349 -1.020 -4.410
C25 -4.463 0.657 3.225
H1 -2.365 1.517 -5.344
H2 -4.236 -1.282 2.349
H3 -0.908 -1.676 4.534
H4 0.308 -2.608 -5.681
H5 -5.240 0.332 3.905
H6 -2.730 3.410 2.310
H7 -0.887 -1.759 -7.676
H8 -0.258 -3.015 -1.283
H9 -2.232 0.321 -7.490
H10 -1.595 -2.505 -2.430
H11 -1.036 0.652 3.814
H12 1.118 2.239 1.212
H13 -0.016 2.584 2.525
H14 0.531 -3.290 3.433
H15 -4.501 2.708 3.895


(9)
ORCA calculation (ωB97M-V with the def2-TZVPD basis set) on a gas-phase ion, C10H13N2S (charge +1).

Properties
- orbital gap (alpha / beta) (eV) = 7.4 / 7.0
- charge = +1
- energy above the lowest of the compared OMol25 structures with the same formula, charge and spin (kcal/mol) = 130.44
- E_tot (a.u.) = -896.07150
- LUMO (alpha / beta) (eV) = -4.7 / -4.8

Geometry (Å):
S1 0.411 -4.765 0.197
N1 1.586 -2.326 -0.273
N2 0.532 -0.185 0.021
C1 -0.902 -0.344 0.446
C2 0.819 -3.204 0.372
C3 -1.621 -0.606 -0.834
C4 -1.656 2.054 -0.088
C5 -0.975 -1.335 1.573
C6 1.516 -0.990 -0.413
C7 -2.141 0.304 -1.616
C8 2.636 -0.288 -0.974
C9 -1.319 1.060 0.969
C10 -1.762 1.714 -1.373
H1 -2.842 0.151 -2.412
H2 3.557 -0.569 -0.469
H3 -1.795 2.506 -2.133
H4 -2.025 1.025 1.786
H5 -1.718 3.046 0.291
H6 -0.885 -0.860 2.518
H7 -1.935 -1.774 1.496
H8 2.320 -2.731 -0.824
H9 2.863 -0.549 -2.107
H10 -0.388 1.323 1.503
H11 -0.366 -2.226 1.305
H12 2.281 0.772 -1.135
H13 0.748 0.726 -0.126


(10)
ORCA calculation (ωB97M-V with the def2-TZVPD basis set) on 3 unconnected molecules or ions with the total composition C17H20F3N4O6P.

Properties
- orbital gap (eV) = 6.0
- E_tot (a.u.) = -1971.01859
- LUMO (eV) = -1.8

Geometry (Å):
P1 2.691 0.076 -0.297
F1 -4.700 2.729 0.469
F2 -3.696 1.877 -1.407
F3 -5.794 1.130 -0.727
O1 -3.921 0.550 0.565
O2 3.197 1.312 -1.107
O3 0.422 -2.070 -2.087
O4 0.965 6.194 0.699
O5 2.862 5.170 -0.290
O6 -0.607 -3.057 -0.303
N1 -0.316 -0.548 -0.345
N2 0.177 1.473 0.541
N3 3.078 -2.009 -3.605
N4 -1.911 -2.210 3.433
C1 -3.096 -0.404 -0.153
C2 -3.012 -2.965 3.740
C3 0.842 3.764 -0.204
C4 3.293 -3.335 -3.875
C5 -4.490 1.524 -0.290
C6 -2.679 -1.459 5.376
C7 4.426 -3.435 -4.645
C8 -3.512 -2.519 4.940
C9 -0.166 -1.916 -0.954
C10 0.901 2.709 1.040
C11 4.912 -2.122 -4.855
C12 4.059 -1.262 -4.205
C13 1.664 5.113 0.067
C14 -1.272 1.477 0.651
C15 -1.698 -1.293 4.428
C16 0.828 0.319 -0.032
C17 -1.570 0.071 0.002
H1 4.067 -0.186 -4.115
H2 -3.392 -0.581 -1.242
H3 -3.236 -1.421 0.385
H4 1.203 3.208 -1.155
H5 2.021 2.491 1.234
H6 -3.345 -3.752 3.080
H7 -0.870 -0.603 4.375
H8 0.398 3.141 1.982
H9 2.318 -1.639 -3.051
H10 3.447 -0.097 0.907
H11 0.148 5.795 1.100
H12 4.856 -4.353 -5.018
H13 -2.785 -0.882 6.283
H14 2.623 -4.091 -3.494
H15 -4.380 -2.913 5.447
H16 -0.286 3.972 -0.389
H17 5.787 -1.835 -5.419
H18 -1.985 2.250 1.080
H19 -1.346 -2.315 2.604
H20 2.875 -1.073 -1.163


(11)
ORCA calculation (ωB97M-V with the def2-TZVPD basis set) on a molecular structure, C21H21AsN2O2S4SiW.

Properties
- orbital gap (eV) = 5.3
- charge = +2
- energy above the lowest of the compared OMol25 structures with the same formula, charge and spin (kcal/mol) = 0.00
- E_tot (a.u.) = -5257.36623
- LUMO (eV) = -9.1

Geometry (Å):
W1 -0.360 -1.096 1.513
As1 -1.722 -1.640 3.590
S1 -2.833 -2.068 5.203
S2 0.534 -1.645 3.546
S3 -1.697 0.408 2.555
S4 -1.958 -2.856 1.604
Si1 -0.463 -1.325 -1.138
O1 -0.918 6.209 0.392
O2 1.059 6.848 1.170
N1 1.374 -2.391 0.753
N2 1.235 0.168 0.817
C1 3.774 -2.585 0.765
C2 0.857 -0.425 -2.202
C3 0.594 4.404 0.808
C4 1.313 -3.749 0.757
C5 -0.684 -3.047 -1.975
C6 -3.102 -0.346 -0.647
C7 2.478 -0.351 0.861
C8 1.995 2.508 1.341
C9 -4.211 0.443 -0.898
C10 2.590 -1.787 0.775
C11 -2.231 0.156 -2.850
C12 1.045 1.585 0.832
C13 3.710 -3.976 0.685
C14 -3.403 0.884 -3.106
C15 0.176 5.909 0.769
C16 1.792 3.901 1.283
C17 -4.387 1.035 -2.133
C18 -2.070 -0.444 -1.591
C19 -0.374 3.488 0.338
C20 2.436 -4.558 0.696
C21 -0.157 2.141 0.357
H1 0.316 -4.175 0.828
H2 2.630 4.531 1.610
H3 0.294 -3.525 -2.150
H4 -1.285 -3.728 -1.350
H5 4.751 -2.079 0.854
H6 -0.933 1.462 0.006
H7 1.859 -0.872 -2.045
H8 -5.274 1.620 -2.368
H9 2.927 2.130 1.792
H10 0.596 -0.536 -3.249
H11 -3.532 1.340 -4.079
H12 -4.944 0.556 -0.106
H13 -3.040 -0.883 0.298
H14 -1.459 0.108 -3.622
H15 -1.167 -2.908 -2.933
H16 1.953 6.527 1.424
H17 0.960 0.642 -1.950
H18 -1.288 3.923 -0.092
H19 4.641 -4.584 0.664
H20 3.328 0.307 0.968
H21 2.276 -5.653 0.629


(12)
ORCA calculation (ωB97M-V with the def2-TZVPD basis set) on a molecular structure, C14H22N11O2P2Ru.

Properties
- orbital gap (alpha / beta) (eV) = 6.4 / 6.4
- charge = +1
- energy above the lowest of the compared OMol25 structures with the same formula, charge and spin (kcal/mol) = 3.58
- E_tot (a.u.) = -2076.75012
- LUMO (alpha / beta) (eV) = -5.3 / -5.3

Geometry (Å):
Ru1 0.004 0.067 0.301
P1 0.762 2.315 0.261
P2 -1.962 1.204 -0.344
O1 -0.019 0.495 2.348
O2 -1.494 -1.019 1.009
N1 0.080 -0.929 -1.448
N2 2.924 0.421 1.011
N3 -1.026 -1.155 -2.225
N4 2.009 -0.230 0.209
N5 3.994 -1.133 -0.068
N6 -0.809 -0.242 3.030
N7 0.460 -2.625 -2.799
N8 4.052 -0.129 0.842
N9 -0.782 -2.128 -3.003
N10 2.223 -2.016 -1.361
N11 -1.537 -1.008 2.359
C1 -4.398 -3.498 4.131
C2 2.740 -1.168 -0.445
C3 -3.814 -2.482 4.878
C4 -2.881 1.601 1.171
C5 -2.872 -1.646 4.307
C6 -0.601 3.475 -0.080
C7 1.528 2.957 1.759
C8 -2.527 -1.855 2.978
C9 -4.038 -3.686 2.806
C10 -3.206 0.479 -1.416
C11 -1.566 2.823 -1.051
C12 -3.091 -2.863 2.214
C13 0.960 -1.874 -1.853
C14 1.881 2.545 -1.139
H1 -2.813 0.347 -2.417
H2 1.451 4.045 1.729
H3 -5.134 -4.147 4.586
H4 -2.792 -3.012 1.187
H5 2.564 2.638 1.797
H6 -4.062 1.158 -1.415
H7 2.073 3.610 -1.272
H8 1.010 2.576 2.635
H9 -4.096 -2.338 5.912
H10 -3.611 2.380 0.946
H11 -1.097 3.726 0.859
H12 -4.486 -4.481 2.226
H13 -2.411 -0.853 4.877
H14 -3.502 -0.496 -1.036
H15 -3.418 0.716 1.510
H16 -2.223 1.948 1.966
H17 1.431 2.136 -2.042
H18 -1.123 2.681 -2.039
H19 -2.484 3.399 -1.173
H20 2.817 2.030 -0.938
H21 -0.164 4.396 -0.469
H22 2.822 -2.717 -1.770